Density functional theory data (the ωB97M-V functional and the def2-TZVPD basis) for a cluster of 23 separate species, C69H161N23O23 in total in a non-equilibrium geometry.

```
! wB97M-V def2-TZVPD RIJCOSX def2/J DEFGRID3
* xyz 0 1
C -27.2185 -14.2080 9.9155
C -25.8842 -14.3556 9.1896
O -25.8624 -14.5520 7.9848
N -24.7878 -14.2485 9.9258
C -23.4789 -14.3832 9.3049
H -27.8202 -15.0544 9.6039
H -27.6764 -13.3062 9.5163
H -27.1546 -14.1498 11.0066
H -24.7568 -13.9516 10.8782
H -22.7767 -14.6071 10.1281
H -23.1166 -13.4426 8.8776
H -23.4996 -15.2417 8.6369
C -33.9362 -13.7222 11.1043
C -33.4146 -14.8617 10.2306
O -34.1361 -15.6363 9.6466
N -32.0467 -14.8750 10.1201
C -31.3847 -15.9737 9.4624
H -34.2578 -14.0976 12.0829
H -34.8118 -13.3132 10.6187
H -33.2290 -12.9022 11.2735
H -31.4585 -14.2121 10.6309
H -30.8851 -16.6560 10.1790
H -30.6616 -15.5734 8.7252
H -32.1020 -16.5831 8.9110
C -35.1821 -12.5536 3.8435
C -36.0212 -13.7308 4.1619
O -35.5175 -14.8700 4.1375
N -37.3278 -13.5404 4.4545
C -38.2366 -14.6800 4.8175
H -35.8212 -11.6805 3.8025
H -34.7392 -12.6945 2.8573
H -34.4156 -12.4210 4.5918
H -37.7287 -12.6254 4.4560
H -37.9866 -15.1534 5.7597
H -38.2264 -15.4047 3.9969
H -39.2531 -14.2925 4.9052
C -29.1055 -12.4984 2.2127
C -28.1641 -13.3409 1.4247
O -28.0165 -14.5163 1.6733
N -27.4570 -12.7106 0.4327
C -27.6544 -11.3721 -0.0425
H -30.0293 -12.3619 1.6346
H -28.6810 -11.5132 2.4618
H -29.3663 -13.0533 3.0967
H -26.9121 -13.2899 -0.1768
H -27.7959 -10.6862 0.7916
H -28.4089 -11.3549 -0.8353
H -26.7190 -11.0204 -0.5049
C -28.9733 -13.4516 6.3775
C -28.2858 -12.1357 6.5683
O -28.9905 -11.1490 6.4273
N -26.9685 -12.0825 6.8505
C -26.3865 -10.8571 7.3981
H -29.3520 -13.5021 5.3807
H -29.8635 -13.4896 7.0100
H -28.3913 -14.3585 6.5488
H -26.4474 -12.9412 6.9596
H -26.2222 -10.2012 6.5398
H -25.4088 -11.1101 7.7893
H -26.9945 -10.3162 8.1230
C -33.4536 -6.4411 3.7057
C -34.9315 -6.5075 3.5643
O -35.5167 -5.5839 3.0021
N -35.5171 -7.6506 4.0337
C -36.9719 -7.7949 3.8751
H -33.0872 -6.3506 2.6908
H -33.0628 -7.3057 4.2660
H -33.2374 -5.4866 4.1990
H -34.9982 -8.4474 4.3577
H -37.2551 -7.2028 3.0366
H -37.4366 -7.3681 4.7681
H -37.3165 -8.8201 3.7084
C -31.1554 -9.9335 0.0268
C -32.4994 -10.4195 0.5755
O -32.7213 -11.5930 0.8521
N -33.4462 -9.4427 0.7231
C -34.7342 -9.7324 1.2814
H -31.1715 -8.8995 -0.3279
H -30.8388 -10.5476 -0.8304
H -30.3556 -10.0238 0.7794
H -33.1794 -8.4852 0.5043
H -35.3535 -8.8530 1.3763
H -34.4585 -10.0736 2.3096
H -35.2215 -10.6249 0.8715
C -25.1994 -7.0041 7.9060
C -26.6503 -7.1766 8.3964
O -26.8902 -7.2286 9.5969
N -27.5634 -7.2565 7.4029
C -28.8926 -7.7237 7.6520
H -24.6599 -6.7029 8.8092
H -25.1364 -6.2054 7.1489
H -24.7650 -7.9231 7.5458
H -27.1690 -7.3024 6.4618
H -29.0668 -8.7346 7.2581
H -29.6069 -7.0688 7.0910
H -29.0899 -7.6721 8.7084
C -24.1175 -6.2540 4.2027
C -25.1754 -7.3030 4.1793
O -26.3091 -7.0172 4.5977
N -24.7816 -8.5082 3.7521
C -25.6912 -9.6290 3.6793
H -24.0238 -5.8602 5.2212
H -24.4065 -5.3861 3.5963
H -23.1178 -6.5214 3.8687
H -23.7999 -8.6045 3.5501
H -26.0651 -9.7904 2.6615
H -26.5256 -9.4777 4.3718
H -25.1379 -10.5436 3.9209
C -35.9505 -4.7356 6.3018
C -37.1384 -5.3718 7.1053
O -37.2085 -6.5813 7.2127
N -38.0277 -4.5052 7.6412
C -39.2071 -5.0131 8.3481
H -36.0758 -5.0507 5.2730
H -35.0561 -5.1826 6.7347
H -35.9059 -3.6459 6.3897
H -38.0123 -3.5106 7.4721
H -39.9948 -5.2632 7.6426
H -39.5708 -4.1980 8.9697
H -38.9609 -5.9019 8.9753
C -30.4579 -6.4176 -1.0553
C -31.6926 -5.9157 -0.2985
O -32.3764 -6.7473 0.2633
N -31.9514 -4.6313 -0.3259
C -33.1405 -4.0132 0.1906
H -29.9294 -7.0723 -0.3529
H -29.6923 -5.7431 -1.4731
H -30.8452 -7.0415 -1.8596
H -31.3456 -4.0861 -0.8936
H -33.6455 -3.3905 -0.5352
H -33.0410 -3.3967 1.1086
H -33.7285 -4.9291 0.3887
C -29.5606 -10.8128 9.7386
C -30.2379 -11.5956 10.8723
O -29.8595 -12.7137 11.1293
N -31.2390 -11.0118 11.5777
C -31.8238 -9.6592 11.4131
H -29.6058 -9.7460 9.8336
H -30.0447 -11.1425 8.8197
H -28.5229 -11.1124 9.7054
H -31.6046 -11.5720 12.3194
H -31.7080 -9.1949 10.4458
H -31.4029 -8.9771 12.1687
H -32.9022 -9.6848 11.5771
C -29.3564 -7.3405 3.7135
C -28.5507 -7.9236 2.5871
O -28.7344 -9.0692 2.2139
N -27.7403 -7.0689 1.9266
C -26.9970 -7.4632 0.7442
H -30.3955 -7.4198 3.3948
H -29.0803 -6.3063 3.8849
H -29.2108 -7.9365 4.6113
H -27.6183 -6.1169 2.2264
H -26.1280 -6.8236 0.5659
H -27.6247 -7.3909 -0.1392
H -26.7306 -8.5147 0.7593
C -31.5094 -4.5653 6.3379
C -31.8320 -3.2005 5.8596
O -31.5319 -2.8121 4.7478
N -32.5970 -2.4354 6.7221
C -32.9936 -2.8139 8.0235
H -32.3731 -5.2498 6.2375
H -31.1533 -4.6445 7.3730
H -30.6994 -4.9027 5.6825
H -32.7739 -1.4849 6.4698
H -33.4766 -2.0271 8.5980
H -32.0652 -3.0311 8.5869
H -33.6131 -3.7042 8.0751
C -23.9072 -16.7351 5.9621
C -24.0421 -15.6983 4.8545
O -23.3261 -15.7809 3.8605
N -25.0073 -14.7738 4.9572
C -25.2095 -13.7832 3.9133
H -24.6552 -16.6102 6.7570
H -22.8757 -16.6468 6.3278
H -24.0327 -17.6770 5.4448
H -25.5197 -14.6347 5.8085
H -25.3625 -14.2886 2.9751
H -24.2897 -13.2029 3.8060
H -26.0353 -13.0978 4.1500
C -34.1739 -7.0146 9.2184
C -35.1250 -7.4770 10.3253
O -34.6569 -7.8463 11.4284
N -36.4374 -7.5882 10.0391
C -37.4316 -8.1589 10.9301
H -34.1299 -5.9229 9.1019
H -34.4195 -7.3747 8.2211
H -33.1495 -7.3383 9.4421
H -36.7218 -7.3828 9.0832
H -37.9813 -8.9157 10.3722
H -38.1513 -7.4217 11.2688
H -36.9722 -8.5781 11.8307
C -30.8644 -13.5961 -1.7877
C -30.3362 -12.7509 -2.9299
O -29.8734 -11.6463 -2.7898
N -30.5350 -13.3102 -4.1589
C -29.8247 -12.7776 -5.3090
H -30.5500 -14.6461 -1.7739
H -31.9630 -13.5815 -1.9071
H -30.6342 -13.1027 -0.8507
H -30.7667 -14.2850 -4.2075
H -28.7478 -12.8627 -5.0942
H -30.0138 -11.7161 -5.4305
H -30.0757 -13.3326 -6.2091
C -39.9649 -11.8056 6.4241
C -38.6320 -11.3437 7.0793
O -38.3878 -11.5124 8.2304
N -37.8077 -10.6828 6.2107
C -36.6060 -9.9559 6.6652
H -39.9332 -11.7473 5.3321
H -40.7764 -11.1527 6.7506
H -40.1777 -12.8356 6.7102
H -38.1120 -10.4121 5.2864
H -36.2991 -10.3084 7.6448
H -36.8367 -8.8812 6.6234
H -35.7451 -10.0878 5.9827
C -35.0177 -13.7189 -1.0760
C -34.4424 -14.8038 -0.1347
O -34.8188 -15.9215 -0.2745
N -33.5926 -14.4087 0.8365
C -33.0548 -15.2495 1.8494
H -36.0684 -13.6388 -0.8016
H -34.9224 -14.0162 -2.1215
H -34.5417 -12.7561 -0.9055
H -33.2766 -13.4550 0.8577
H -32.1285 -15.8110 1.6414
H -33.8723 -15.9335 2.0661
H -32.9518 -14.6565 2.7742
C -25.6771 -9.0141 15.4847
C -26.0986 -9.3688 14.0211
O -25.3172 -9.9184 13.2673
N -27.3706 -9.0909 13.6758
C -27.8028 -9.2847 12.2953
H -24.7533 -9.5914 15.6356
H -26.4094 -9.3030 16.2474
H -25.3852 -7.9547 15.5835
H -27.9017 -8.4206 14.1735
H -28.8571 -9.0107 12.1892
H -27.6772 -10.3244 12.0200
H -27.2450 -8.6785 11.5753
C -32.1854 -5.1118 11.6116
C -31.1070 -5.1652 10.5183
O -31.2230 -5.8846 9.5536
N -30.0120 -4.3902 10.6697
C -28.9751 -4.3286 9.6839
H -31.8110 -5.0186 12.6414
H -32.7638 -6.0300 11.5349
H -32.9063 -4.2895 11.4115
H -30.1172 -3.6442 11.3241
H -28.0631 -3.7914 9.9734
H -29.3745 -3.9698 8.7185
H -28.6963 -5.3843 9.5335
C -31.5568 -10.6341 4.0361
C -32.2956 -10.0609 5.2191
O -33.4428 -9.5574 5.0407
N -31.6817 -10.2514 6.4019
C -32.4238 -9.9281 7.6225
H -31.5815 -9.8376 3.3008
H -32.2103 -11.4292 3.6745
H -30.5470 -10.9807 4.2879
H -30.7675 -10.6839 6.4774
H -31.8156 -9.2050 8.1747
H -32.5266 -10.8606 8.1978
H -33.4184 -9.5013 7.4094
C -32.7944 -17.1971 5.1324
C -32.1992 -15.9602 5.7988
O -31.0897 -15.9112 6.2239
N -33.0932 -14.9530 5.9256
C -32.7393 -13.7649 6.6840
H -32.5082 -18.0560 5.7681
H -32.3193 -17.3262 4.1539
H -33.8705 -17.1624 4.9454
H -33.9740 -15.0045 5.4189
H -32.3343 -14.0632 7.6531
H -33.6290 -13.1345 6.7890
H -31.9684 -13.2283 6.1507
*
```

Summary:
Kohn-Sham gap in eV: 8.697
ΔE to the lowest compared entry with this formula, charge and spin in kJ/mol: 0.0
Electronic energy in eV: -155542.3674
Molecular weight in g mol⁻¹: 1681.18
Highest occupied orbital energy in Ha: -0.3139

Here are the Mulliken charges for atoms 1 to 8, given in e: -0.27 0.40 -0.78 -0.20 -0.80 0.17 -0.24 0.52